Record 1
C2H8BFNO | ωB97M-V/def2-TZVPD

Last column: natural (NBO) charge in e.
Geometry (Å):
N (-1.806, -1.276, -0.620)  -1.107
B (-1.029, -0.080, -0.672)  0.748
C (-0.216, 0.459, 0.532)  -0.825
C (1.099, 1.094, 0.122)  -0.036
O (2.021, 1.262, 1.204)  -0.750
H (-2.412, -1.340, -1.430)  0.342
H (-1.220, -2.112, -0.552)  0.462
H (-0.995, 0.565, -1.719)  -0.150
H (-0.849, 1.214, 1.029)  0.199
H (-0.039, -0.381, 1.207)  0.302
H (0.960, 2.065, -0.359)  0.147
H (1.557, 0.454, -0.639)  0.158
H (2.458, 0.408, 1.308)  0.473
F (0.470, -2.332, 0.589)  -0.965

net charge: -1
HOMO level: -4.19 eV
LUMO energy: 3.61 eV

---

Record 2
C2H8F2InNO6S2 | ωB97M-V/def2-TZVPD

Last column: natural (NBO) charge in e.
Geometry (Å):
In (-12.399, 33.492, -16.181)  0.995
N (-13.942, 29.394, -16.598)  -0.688
S (-14.491, 28.626, -17.749)  2.317
O (-15.500, 27.573, -17.485)  -0.584
O (-13.515, 28.439, -18.807)  -0.598
F (-15.412, 29.859, -18.220)  -0.450
S (-13.199, 27.992, -16.001)  2.229
O (-12.264, 27.184, -16.792)  -0.659
O (-13.967, 27.367, -14.906)  -0.617
F (-12.186, 28.946, -15.139)  -0.471
C (-8.268, 29.729, -18.350)  -0.278
O (-9.040, 30.785, -17.839)  -0.562
H (-7.967, 29.084, -17.524)  0.233
H (-8.792, 29.010, -18.980)  0.218
H (-7.368, 30.058, -18.869)  0.227
H (-8.380, 31.263, -17.332)  0.486
C (-9.195, 35.640, -20.021)  -0.264
O (-10.178, 36.073, -19.032)  -0.645
H (-9.597, 35.585, -21.033)  0.221
H (-8.296, 36.249, -20.116)  0.214
H (-8.898, 34.637, -19.716)  0.185
H (-10.178, 37.031, -18.966)  0.494

net charge: +2
HOMO level: -16.17 eV
LUMO energy: -14.44 eV

---

Record 3
C2H8INO2P | ωB97M-V/def2-TZVPD

Last column: natural (NBO) charge in e.
Geometry (Å):
C (0.402, -1.040, 1.245)  -0.227
C (-0.210, 0.251, 0.717)  -0.081
N (1.785, -0.984, 1.604)  -0.861
O (-1.131, 2.696, -1.081)  -0.992
O (0.300, 0.757, -0.539)  -0.817
P (0.071, 1.789, -1.630)  1.723
I (-1.607, -0.267, -3.599)  -0.018
H (0.252, -1.937, 0.494)  0.176
H (-0.183, -1.241, 2.129)  0.233
H (-1.218, -0.064, 0.580)  0.210
H (-0.191, 1.066, 1.448)  0.224
H (2.002, -1.688, 2.230)  0.372
H (2.604, -0.975, 1.025)  0.386
H (-1.250, -1.730, -3.183)  0.127
H (-1.626, 3.366, -1.442)  0.546

net charge: +1
HOMO level: -12.49 eV
LUMO energy: -5.43 eV

---

Record 4
C2H8N | ωB97M-V/def2-TZVPD

Last column: natural (NBO) charge in e.
Geometry (Å):
C (0.189, 0.306, -1.202)  -0.455
N (-0.581, 0.044, 0.073)  -0.501
C (0.284, -0.341, 1.177)  -0.452
H (0.550, 1.358, -1.136)  0.242
H (1.014, -0.368, -1.488)  0.261
H (-0.490, 0.349, -2.121)  0.256
H (-1.288, -0.726, -0.005)  0.450
H (-1.100, 0.938, 0.160)  0.449
H (0.390, -1.423, 1.193)  0.245
H (-0.229, -0.278, 2.146)  0.253
H (1.262, 0.141, 1.203)  0.253

net charge: +1
HOMO level: -18.32 eV
LUMO energy: -3.82 eV

---

Record 5
C2H8N2 | ωB97M-V/def2-TZVPD

Last column: natural (NBO) charge in e.
Geometry (Å):
H (-1.168, -1.786, -0.221)  0.343
N (-0.547, -1.832, -1.021)  -0.757
C (-0.286, -0.651, -1.434)  0.286
N (0.878, -0.348, -2.061)  -0.810
H (-0.992, 0.170, -1.285)  0.143
H (0.984, 0.598, -2.372)  0.389
H (1.555, -1.060, -2.254)  0.406
C (-0.052, 2.133, 3.615)  -0.879
H (-0.987, 2.385, 4.167)  0.212
H (0.557, 2.086, 4.523)  0.217
H (0.195, 2.957, 2.970)  0.224
H (-0.369, 1.137, 3.318)  0.226

HOMO level: -8.95 eV
LUMO energy: 0.85 eV

---

Record 6
C2H8N2 | ωB97M-V/def2-TZVPD

Last column: natural (NBO) charge in e.
Geometry (Å):
C (1.268, -1.878, 0.529)  -0.510
C (1.679, -0.618, 0.406)  0.014
N (0.985, 0.425, -0.258)  -0.816
H (0.603, -2.358, -0.182)  0.195
H (1.683, -2.543, 1.279)  0.205
H (2.577, -0.284, 0.912)  0.181
H (-0.003, 0.160, -0.273)  0.364
H (0.884, 1.195, 0.401)  0.366
N (-2.995, 1.557, -0.491)  -1.079
H (-2.903, 0.893, -1.246)  0.361
H (-2.883, 2.515, -0.789)  0.362
H (-3.953, 1.474, -0.171)  0.357

HOMO level: -8.45 eV
LUMO energy: 0.99 eV

---

Record 7
C2H8N2 | ωB97M-V/def2-TZVPD

Last column: natural (NBO) charge in e.
Geometry (Å):
H (-2.304, -1.168, 1.635)  0.343
N (-1.770, -1.844, 1.101)  -0.714
C (-0.701, -1.325, 0.663)  0.274
N (0.349, -2.064, 0.175)  -0.807
H (-0.686, -0.259, 0.397)  0.141
H (0.866, -1.479, -0.471)  0.370
H (0.049, -2.943, -0.234)  0.391
C (0.827, 2.167, -0.690)  -0.859
H (1.278, 1.405, -1.316)  0.213
H (1.578, 2.831, -0.241)  0.218
H (0.205, 2.895, -1.202)  0.220
H (0.309, 1.785, 0.183)  0.209

HOMO level: -9.50 eV
LUMO energy: 0.85 eV

---

Record 8
C2H8N2 | ωB97M-V/def2-TZVPD

Last column: natural (NBO) charge in e.
Geometry (Å):
C (-0.839, -2.010, -1.416)  -0.050
N (-0.661, -0.976, -2.204)  -0.594
H (-1.677, -2.738, -1.476)  0.170
H (-0.175, -2.229, -0.611)  0.143
H (0.138, -0.391, -1.874)  0.331
C (0.761, 0.985, 2.121)  -0.413
N (0.463, 1.830, 0.998)  -0.814
H (-0.094, 1.053, 2.779)  0.189
H (1.653, 1.250, 2.603)  0.192
H (0.954, -0.074, 1.986)  0.156
H (-0.203, 1.386, 0.399)  0.347
H (1.266, 1.917, 0.407)  0.343

HOMO level: -9.54 eV
LUMO energy: 0.82 eV

---

Record 9
C2H8N2 | ωB97M-V/def2-TZVPD

Last column: natural (NBO) charge in e.
Geometry (Å):
H (-2.761, 0.224, 0.381)  0.340
N (-2.498, 1.196, 0.282)  -0.710
C (-1.493, 1.439, 1.024)  0.273
N (-0.919, 2.677, 1.142)  -0.819
H (-0.923, 0.622, 1.463)  0.144
H (-0.533, 2.972, 2.022)  0.386
H (-1.449, 3.409, 0.697)  0.386
C (2.103, -2.510, -1.397)  -0.850
H (1.766, -2.748, -0.388)  0.211
H (2.819, -3.279, -1.711)  0.212
H (1.246, -2.442, -2.051)  0.214
H (2.642, -1.561, -1.465)  0.213

HOMO level: -9.46 eV
LUMO energy: 0.91 eV

---

Record 10
C2H8N2O | ωB97M-V/def2-TZVPD

Last column: natural (NBO) charge in e.
Geometry (Å):
C (-0.927, 0.800, -0.578)  0.116
C (1.097, -0.766, -0.515)  -0.417
N (0.200, 0.101, 0.259)  -0.322
N (-0.144, -0.521, 1.501)  -0.648
O (-0.343, 2.020, -0.600)  -0.818
H (0.482, 1.345, 0.192)  0.483
H (-0.835, -1.249, 1.327)  0.344
H (-0.586, 0.189, 2.077)  0.364
H (-1.857, 0.710, 0.017)  0.128
H (-1.040, 0.289, -1.551)  0.140
H (1.969, -1.007, 0.089)  0.219
H (1.396, -0.222, -1.410)  0.223
H (0.590, -1.690, -0.807)  0.189

HOMO level: -9.00 eV
LUMO energy: 0.84 eV

---

Record 11
C2H8N2O | ωB97M-V/def2-TZVPD

Last column: natural (NBO) charge in e.
Geometry (Å):
N (-0.234, 1.160, -1.046)  -0.995
C (-0.523, -0.319, -0.149)  0.157
N (-1.593, -0.115, 0.724)  -0.875
C (0.821, -0.417, 0.502)  -0.123
O (1.742, -1.051, -0.369)  -0.727
H (-0.390, 2.066, -0.609)  0.375
H (0.448, 1.019, -1.788)  0.371
H (-0.697, -1.040, -0.953)  0.180
H (-2.454, 0.141, 0.262)  0.397
H (-1.544, -0.514, 1.650)  0.392
H (0.780, -0.926, 1.472)  0.154
H (1.018, 0.729, 0.473)  0.219
H (2.627, -0.733, -0.168)  0.474

HOMO level: -8.29 eV
LUMO energy: 1.02 eV

---

Record 12
C2H8N2O | ωB97M-V/def2-TZVPD

Last column: natural (NBO) charge in e.
Geometry (Å):
N (-0.352, 2.147, -0.079)  -0.805
C (0.149, 0.865, -0.472)  -0.042
C (-0.676, -0.120, -0.817)  -0.103
N (-0.417, -1.537, -0.921)  -0.878
H (0.011, 2.845, -0.771)  0.346
H (-1.313, 2.269, -0.245)  0.354
H (1.235, 0.937, -0.619)  0.182
H (-1.554, 0.385, -1.271)  0.157
H (-0.112, -1.865, -0.020)  0.408
H (0.151, -1.578, -1.799)  0.376
O (0.921, -1.259, 1.908)  -0.946
H (0.827, -0.304, 2.183)  0.479
H (1.934, -1.357, 2.022)  0.471

HOMO level: -8.18 eV
LUMO energy: 0.84 eV